C3H8N3O2 | ωB97M-V with the def2-TZVPD basis set

Geometry (Å):
C: -0.571 -0.367 -1.692
N: -1.658 -1.199 -1.193
C: -1.854 -1.429 0.122
N: -2.864 -2.105 0.548
H: -0.812 0.695 -1.651
H: 0.312 -0.509 -1.081
H: -0.361 -0.643 -2.726
H: -2.340 -1.617 -1.808
H: -1.097 -0.961 0.759
H: -2.786 -2.213 1.554
N: 2.475 2.013 1.327
C: 1.638 1.207 0.526
O: 0.888 0.415 1.155
O: 1.732 1.365 -0.715
H: 2.464 1.829 2.315
H: 3.249 2.505 0.912

HOMO energy = -0.158 Eh
energy relative to the best compared isomer or geometry (same formula, charge and spin) = 23.47 kJ/mol
total charge = -1
2S+1 = 1
Kohn-Sham gap = 8.482 eV